[1]
DFT (wB97M-V/def2-TZVPD) results for a gas-phase ion, C9H15N3O (charge +2).

Output
SMILES = CON1[C@@H]([NH3+])c2ccccc2[C@@H]1[NH3+]
molar mass = 181.24 g mol⁻¹
total charge = +2
gap between HOMO and LUMO = 9.949 eV
LUMO = -6.712 eV

Each line ends with the Mulliken charge.
Element x y z (Å)
C (-1.50, 2.31, 1.87)  -0.67
O (-0.20, 1.97, 1.28)  -0.33
N (-0.23, 0.67, 0.60)  0.12
C (-0.66, 0.60, -0.75)  -0.26
N (0.02, 1.66, -1.60)  -0.15
C (-0.27, -0.79, -1.13)  0.31
C (-0.87, -1.67, -2.01)  -0.91
C (-0.12, -2.78, -2.41)  -0.33
C (1.13, -3.02, -1.92)  -0.51
C (1.64, -2.23, -0.85)  -0.84
C (0.86, -1.18, -0.40)  0.74
C (1.05, -0.07, 0.66)  -0.67
N (1.00, -0.59, 2.07)  -0.23
H (-1.26, 3.33, 2.33)  0.28
H (-1.78, 1.53, 2.45)  0.36
H (-2.15, 2.51, 1.11)  0.34
H (-1.85, 0.75, -0.87)  0.61
H (0.96, 1.73, -1.19)  0.38
H (-0.49, 2.54, -1.44)  0.37
H (0.14, 1.53, -2.66)  0.37
H (-1.79, -1.36, -2.57)  0.35
H (-0.49, -3.35, -3.28)  0.38
H (1.57, -3.98, -2.27)  0.38
H (2.53, -2.71, -0.35)  0.33
H (2.02, 0.41, 0.48)  0.38
H (0.95, 0.29, 2.59)  0.36
H (1.92, -1.07, 2.31)  0.42
H (0.15, -1.27, 2.25)  0.42

=====

[2]
DFT (wB97M-V/def2-TZVPD) results for a single C19H24F3N3O2 molecule.

Output
SMILES = O=C(C[C@@H]1C(=O)NCCN1Cc1ccccc1C(F)(F)F)NC1CCCC1
molar mass = 383.41 g mol⁻¹
total charge = 0
gap between HOMO and LUMO = 9.219 eV
LUMO = 0.672 eV

Each line ends with the Mulliken charge.
Element x y z (Å)
O (-1.46, -0.02, 2.34)  -0.71
C (-1.91, 0.76, 1.52)  0.60
C (-1.36, 2.17, 1.34)  -1.77
C (-0.36, 2.41, 0.20)  0.63
C (-0.84, 1.97, -1.18)  -0.06
O (-2.02, 1.84, -1.47)  -0.76
N (0.12, 1.81, -2.11)  0.03
C (1.55, 1.87, -1.92)  -0.53
C (1.89, 2.47, -0.54)  -0.86
N (1.00, 2.02, 0.50)  0.15
C (1.31, 0.72, 1.08)  -1.46
C (1.38, -0.45, 0.14)  0.35
C (0.22, -0.87, -0.52)  0.80
C (0.22, -1.91, -1.42)  -1.07
C (1.40, -2.58, -1.70)  -0.77
C (2.56, -2.22, -1.04)  -0.90
C (2.55, -1.17, -0.13)  0.41
C (3.84, -0.85, 0.58)  0.82
F (3.75, -0.93, 1.92)  -0.26
F (4.30, 0.40, 0.31)  -0.26
F (4.85, -1.67, 0.23)  -0.31
N (-2.97, 0.48, 0.74)  -0.11
C (-3.61, -0.81, 0.72)  0.00
C (-5.10, -0.71, 1.09)  -0.88
C (-5.79, -1.75, 0.21)  -0.64
C (-5.04, -1.62, -1.11)  -0.85
C (-3.58, -1.45, -0.69)  -0.39
H (-2.21, 2.84, 1.17)  0.45
H (-0.87, 2.46, 2.27)  0.40
H (-0.31, 3.51, 0.10)  0.40
H (-0.21, 1.53, -3.03)  0.30
H (1.99, 2.49, -2.71)  0.42
H (1.97, 0.86, -2.01)  0.23
H (2.92, 2.23, -0.28)  0.42
H (1.80, 3.56, -0.60)  0.39
H (0.55, 0.50, 1.84)  0.41
H (2.26, 0.85, 1.61)  0.53
H (-0.71, -0.37, -0.29)  0.15
H (-0.69, -2.19, -1.91)  0.51
H (1.42, -3.40, -2.41)  0.42
H (3.48, -2.76, -1.22)  0.51
H (-3.19, 1.11, -0.02)  0.42
H (-3.08, -1.43, 1.44)  0.46
H (-5.46, 0.29, 0.83)  0.33
H (-5.27, -0.87, 2.15)  0.33
H (-5.65, -2.74, 0.63)  0.28
H (-6.86, -1.56, 0.11)  0.41
H (-5.38, -0.73, -1.64)  0.29
H (-5.19, -2.48, -1.76)  0.38
H (-3.09, -2.42, -0.65)  0.21
H (-3.03, -0.82, -1.39)  0.16

=====

[3]
DFT (wB97M-V/def2-TZVPD) results for a gas-phase ion, C3H8N2O2 (charge +1).

Output
⟨S²⟩ = 0.756
molar mass = 104.11 g mol⁻¹
total charge = +1
gap between HOMO and LUMO (spin up / spin down) = 11.111 / 4.860 eV
LUMO (spin up / spin down) = -3.634 / -9.437 eV
multiplicity = 2

Each line ends with the Mulliken charge.
Element x y z (Å)
C (0.48, 0.56, 0.66)  -0.55
N (1.19, -0.67, 0.34)  -0.19
C (0.65, -1.90, 0.47)  0.65
O (-0.56, -1.92, 1.07)  -0.45
O (1.21, -2.95, 0.20)  -0.53
C (-0.27, 0.94, -0.66)  -0.43
N (-1.01, 2.15, -0.66)  -0.25
H (-0.27, 0.29, 1.40)  0.36
H (1.19, 1.32, 0.93)  0.34
H (1.93, -0.63, -0.35)  0.27
H (-0.79, -2.83, 0.78)  0.33
H (-1.02, 0.09, -0.89)  0.33
H (0.42, 0.99, -1.49)  0.43
H (-1.24, 2.44, -1.62)  0.34
H (-1.92, 2.11, -0.19)  0.34

=====

[4]
DFT (wB97M-V/def2-TZVPD) results for 2 unconnected molecules or ions with the total composition C4H14N2.

Output
SMILES = CCN.CNC
molar mass = 90.17 g mol⁻¹
total charge = 0
gap between HOMO and LUMO = 10.218 eV
LUMO = 1.035 eV

Each line ends with the Mulliken charge.
Element x y z (Å)
C (2.12, -0.68, 1.55)  -1.16
C (1.75, 0.08, 0.28)  -0.20
N (3.04, 0.37, -0.44)  -0.69
H (3.04, -0.17, 1.85)  0.40
H (2.33, -1.72, 1.31)  0.28
H (1.34, -0.53, 2.29)  0.31
H (1.33, 1.06, 0.49)  0.30
H (1.06, -0.42, -0.41)  0.33
H (2.85, 1.07, -1.14)  0.21
H (3.37, -0.51, -0.82)  0.21
C (-2.70, 0.31, -1.58)  -0.76
N (-2.21, -0.65, -0.59)  -0.41
C (-1.59, 0.18, 0.55)  -0.77
H (-1.82, 0.83, -1.99)  0.29
H (-3.44, 1.09, -1.32)  0.28
H (-3.19, -0.27, -2.35)  0.31
H (-2.94, -1.11, -0.05)  0.24
H (-2.33, 0.70, 1.14)  0.40
H (-1.04, -0.50, 1.21)  0.20
H (-0.96, 0.88, -0.01)  0.24

=====

[5]
DFT (wB97M-V/def2-TZVPD) results for 11 unconnected molecules or ions with the total composition C36H101N7O15.

Output
SMILES = COC[C@H](C)N.COC[C@H](C)N.COC[C@H](C)N.COC[C@H](C)N.COC[C@H](C)N.COC[C@H](C)N.COC[C@H](C)N.OCCO.OCCO.OCCO.OCCO
molar mass = 872.24 g mol⁻¹
total charge = 0
gap between HOMO and LUMO = 9.449 eV
LUMO = 0.559 eV

Each line ends with the Mulliken charge.
Element x y z (Å)
C (-5.83, -1.99, 1.24)  -0.54
O (-5.44, -2.72, 0.14)  -0.27
C (-4.76, -3.88, 0.46)  -1.48
C (-3.50, -3.73, 1.35)  0.60
C (-2.42, -2.67, 0.93)  -0.13
N (-2.82, -5.03, 1.38)  -0.72
H (-6.31, -1.07, 0.90)  0.27
H (-4.97, -1.63, 1.81)  0.07
H (-6.54, -2.45, 1.93)  0.36
H (-5.43, -4.64, 0.87)  0.43
H (-4.46, -4.26, -0.51)  0.53
H (-3.81, -3.51, 2.37)  0.30
H (-2.52, -1.64, 1.29)  -0.06
H (-2.33, -2.68, -0.16)  0.12
H (-1.43, -3.05, 1.18)  0.09
H (-2.60, -5.26, 2.33)  0.11
H (-3.32, -5.87, 1.13)  0.29
C (-7.42, 1.98, 2.33)  -0.79
O (-6.26, 2.35, 1.54)  -0.37
C (-5.05, 1.86, 2.09)  -0.92
C (-4.03, 1.91, 0.96)  1.25
C (-4.29, 1.12, -0.28)  -1.76
N (-2.72, 1.51, 1.41)  -0.01
H (-7.56, 0.90, 2.46)  0.25
H (-8.39, 2.39, 2.03)  0.32
H (-7.38, 2.33, 3.37)  0.33
H (-4.63, 2.44, 2.91)  0.43
H (-5.16, 0.81, 2.38)  0.19
H (-3.95, 2.96, 0.65)  0.48
H (-5.26, 1.30, -0.75)  0.60
H (-4.28, 0.07, 0.00)  0.13
H (-3.54, 1.35, -1.04)  0.13
H (-2.38, 2.09, 2.16)  0.55
H (-2.10, 1.74, 0.65)  -0.81
C (8.99, -1.31, -5.12)  -0.76
O (7.68, -1.34, -4.63)  -0.29
C (7.49, -0.74, -3.33)  -0.97
C (5.98, -0.95, -2.99)  0.48
C (5.67, -0.16, -1.69)  -0.99
N (5.75, -2.32, -2.64)  -0.71
H (9.34, -0.34, -5.49)  0.29
H (9.11, -1.95, -5.99)  0.25
H (9.70, -1.55, -4.32)  0.31
H (8.13, -1.18, -2.56)  0.46
H (7.81, 0.30, -3.34)  0.45
H (5.27, -0.66, -3.77)  0.26
H (4.61, -0.32, -1.53)  -0.15
H (5.84, 0.91, -1.68)  0.41
H (6.19, -0.63, -0.85)  0.32
H (6.04, -2.82, -3.46)  0.24
H (6.53, -2.59, -2.06)  0.27
C (2.21, 5.10, -0.56)  -0.77
O (2.19, 3.70, -0.89)  0.10
C (3.29, 2.88, -0.52)  -0.76
C (3.63, 2.73, 0.97)  0.60
C (4.77, 1.70, 1.12)  -1.35
N (2.47, 2.22, 1.66)  -0.15
H (1.30, 5.56, -0.92)  -0.01
H (3.11, 5.61, -0.89)  0.36
H (2.13, 5.25, 0.52)  0.32
H (3.07, 1.91, -0.95)  -0.26
H (4.19, 3.21, -1.04)  0.71
H (4.01, 3.67, 1.39)  0.38
H (4.46, 0.67, 0.95)  0.02
H (5.18, 1.74, 2.13)  0.46
H (5.61, 1.95, 0.46)  0.41
H (2.79, 2.00, 2.60)  0.35
H (2.18, 1.32, 1.30)  -0.38
C (-0.55, -1.08, 3.84)  -0.24
O (-0.81, -2.19, 4.72)  -0.58
C (-1.30, -3.33, 4.02)  0.51
C (-1.44, -4.57, 4.90)  0.12
C (-0.10, -5.26, 5.04)  -1.24
N (-2.51, -5.51, 4.52)  -0.72
H (-1.55, -0.79, 3.50)  0.19
H (0.13, -1.49, 3.10)  -0.08
H (-0.01, -0.25, 4.30)  0.35
H (-2.29, -2.94, 3.76)  0.15
H (-0.67, -3.61, 3.18)  -0.18
H (-1.73, -4.17, 5.87)  0.34
H (0.49, -4.72, 5.78)  0.34
H (0.49, -5.20, 4.12)  0.12
H (-0.16, -6.25, 5.51)  0.40
H (-3.42, -5.07, 4.55)  0.18
H (-2.66, -6.19, 5.25)  0.28
C (-0.94, 7.22, 0.50)  -0.51
O (-1.67, 6.33, 1.33)  -0.41
C (-0.90, 5.22, 1.70)  -0.13
C (-1.76, 4.36, 2.65)  1.88
C (-2.32, 5.10, 3.86)  -2.02
N (-0.92, 3.29, 3.16)  -0.55
H (-1.54, 8.08, 0.22)  0.29
H (-0.62, 6.75, -0.44)  0.05
H (-0.15, 7.60, 1.15)  0.32
H (-0.60, 4.65, 0.82)  -0.32
H (-0.02, 5.59, 2.22)  0.51
H (-2.62, 4.06, 2.05)  -0.65
H (-2.81, 4.43, 4.57)  0.47
H (-3.07, 5.74, 3.40)  0.38
H (-1.68, 5.77, 4.42)  0.37
H (-0.06, 3.63, 3.58)  0.41
H (-0.57, 2.85, 2.32)  -0.14
C (0.17, -0.38, -4.93)  -0.53
O (0.78, -1.52, -4.37)  -0.45
C (1.70, -1.39, -3.36)  0.59
C (1.89, -2.67, -2.59)  0.08
C (0.62, -3.24, -1.97)  -1.26
N (2.90, -2.45, -1.59)  -0.39
H (-0.71, -0.69, -5.49)  0.31
H (0.82, 0.27, -5.52)  0.35
H (-0.30, 0.17, -4.12)  0.04
H (2.62, -0.94, -3.72)  0.45
H (1.31, -0.68, -2.63)  -0.63
H (2.33, -3.35, -3.33)  0.61
H (-0.07, -3.40, -2.80)  0.44
H (0.12, -2.49, -1.35)  -0.13
H (0.78, -4.18, -1.44)  0.47
H (3.09, -3.24, -1.00)  0.26
H (3.73, -2.35, -2.16)  0.03
O (-0.88, 3.06, -3.06)  -0.65
C (0.22, 3.90, -3.49)  0.53
C (0.25, 4.19, -5.05)  -0.74
O (-0.89, 4.88, -5.51)  -0.58
H (-0.92, 2.96, -2.11)  0.04
H (0.04, 4.87, -3.03)  -0.05
H (1.16, 3.49, -3.13)  0.01
H (0.36, 3.25, -5.59)  0.31
H (1.01, 4.93, -5.26)  0.32
H (-1.62, 4.26, -5.55)  0.32
O (-5.29, -1.83, -3.36)  -0.60
C (-4.03, -2.21, -2.60)  -0.01
C (-2.80, -1.63, -3.37)  0.28
O (-2.71, -0.25, -3.10)  -0.41
H (-6.11, -2.18, -3.00)  0.29
H (-4.18, -1.73, -1.64)  -0.15
H (-4.08, -3.29, -2.50)  0.40
H (-2.86, -1.85, -4.44)  0.34
H (-1.91, -2.16, -3.05)  -0.41
H (-3.58, 0.15, -3.23)  0.33
O (4.75, -3.30, 2.88)  -0.61
C (3.87, -2.44, 2.13)  -0.45
C (2.49, -3.03, 2.02)  0.40
O (2.50, -4.20, 1.23)  -0.66
H (4.85, -4.11, 2.37)  0.35
H (3.73, -1.40, 2.42)  0.27
H (4.25, -2.37, 1.11)  0.15
H (1.84, -2.43, 1.38)  -0.15
H (2.04, -3.11, 3.00)  0.25
H (1.61, -4.57, 1.22)  0.36
O (-0.36, 2.31, -0.08)  0.93
C (-0.41, 1.04, -0.71)  -0.63
C (0.16, -0.06, 0.21)  1.84
O (1.57, -0.11, 0.14)  1.82
H (0.57, 2.53, -0.02)  -1.05
H (-1.48, 0.85, -0.84)  -0.57
H (0.13, 1.05, -1.65)  1.07
H (-0.35, -1.00, -0.01)  -1.87
H (-0.10, 0.16, 1.25)  0.01
H (1.85, -0.79, -0.48)  -1.04

=====

[6]
DFT (wB97M-V/def2-TZVPD) results for a molecular structure, C15H30BCl2F4N3S5SeW.

Output
⟨S²⟩ = 2.020
molar mass = 833.27 g mol⁻¹
total charge = +2
gap between HOMO and LUMO (spin up / spin down) = 7.343 / 7.220 eV
LUMO (spin up / spin down) = -6.548 / -6.893 eV
multiplicity = 3

Each line ends with the Mulliken charge.
Element x y z (Å)
W (0.81, -0.04, -0.45)  -0.13
C (4.30, 0.50, -0.34)  -0.71
C (4.18, -0.97, -0.02)  -0.92
S (2.58, -1.41, 0.73)  0.31
C (2.84, -0.81, 2.42)  -0.77
C (1.45, -0.70, 3.03)  -0.99
S (0.43, 0.44, 2.05)  0.11
C (1.19, 2.02, 2.54)  -0.72
C (0.55, 3.11, 1.71)  -0.99
S (0.77, 2.80, -0.05)  0.25
C (2.47, 3.36, -0.30)  -0.85
C (2.99, 2.72, -1.56)  -1.04
S (3.00, 0.91, -1.53)  0.14
H (5.26, 0.71, -0.81)  0.59
H (4.21, 1.11, 0.56)  0.34
H (4.94, -1.30, 0.68)  0.56
H (4.25, -1.58, -0.93)  0.43
H (3.38, 0.13, 2.44)  0.41
H (3.42, -1.57, 2.94)  0.57
H (1.47, -0.33, 4.05)  0.61
H (0.92, -1.65, 3.00)  0.42
H (2.27, 1.97, 2.37)  0.25
H (1.01, 2.15, 3.60)  0.57
H (0.95, 4.09, 1.95)  0.56
H (-0.53, 3.13, 1.87)  0.40
H (3.08, 3.11, 0.57)  0.35
H (2.45, 4.44, -0.41)  0.54
H (4.01, 3.05, -1.78)  0.57
H (2.37, 2.97, -2.42)  0.43
Se (1.17, -2.16, -1.94)  0.07
C (2.62, -1.77, -3.00)  0.27
N (3.57, -1.53, -3.60)  -0.44
F (0.06, -0.20, -5.05)  -0.17
B (-0.77, 0.65, -4.49)  0.50
F (0.30, 0.73, -2.19)  -0.11
F (-0.58, 1.94, -4.55)  -0.20
F (-1.89, 0.20, -3.95)  -0.15
Cl (-2.73, 3.87, -0.48)  -0.09
C (-2.30, 2.46, -1.42)  -0.33
Cl (-1.91, 1.06, -0.35)  0.09
H (-1.41, 2.64, -2.00)  0.12
H (-3.13, 2.15, -2.03)  0.42
C (-2.37, -2.40, -1.94)  -1.24
N (-3.02, -2.00, -0.70)  0.35
C (-4.36, -1.44, -0.84)  -1.21
C (-2.37, -1.99, 0.46)  0.36
S (-0.62, -1.94, 0.52)  -0.12
N (-3.03, -2.13, 1.60)  0.10
C (-4.27, -2.92, 1.69)  -1.18
C (-2.48, -1.76, 2.90)  -0.96
H (-3.11, -2.86, -2.58)  0.42
H (-1.59, -3.15, -1.74)  0.43
H (-1.92, -1.55, -2.46)  0.36
H (-4.36, -0.80, -1.72)  0.41
H (-4.62, -0.83, 0.02)  0.41
H (-5.12, -2.21, -0.99)  0.38
H (-4.39, -3.54, 0.80)  0.39
H (-5.14, -2.29, 1.83)  0.36
H (-4.18, -3.58, 2.56)  0.44
H (-1.80, -0.92, 2.81)  0.20
H (-1.96, -2.61, 3.36)  0.34
H (-3.30, -1.47, 3.55)  0.47